C48H80ClN2O14S4 | the ωB97M-V functional and the def2-TZVPD basis

Each atom is followed by the atoms it is bonded to, with distances in Å.
Atoms and positions in Å:
1 C -8.27 3.57 1.79  C2 1.673, H42 1.187, H43 1.170, H44 1.191
2 C -7.14 3.06 2.92  C1 1.673, O3 1.472, H45 1.173, H46 1.182
3 O -5.85 3.05 2.22  C2 1.472, C4 1.477
4 C -4.74 3.45 3.11  O3 1.477, C5 1.647, H47 1.194, H48 1.171
5 C -3.77 4.45 2.23  C4 1.647, O6 1.471, H49 1.194, H50 1.181
6 O -2.93 5.35 3.04  C5 1.471, C7 1.471
7 C -1.94 4.62 3.85  O6 1.471, C8 1.672, H51 1.182, H52 1.192
8 C -0.70 3.97 2.95  C7 1.672, O9 1.471, H53 1.193, H54 1.170
9 O -0.31 2.74 3.64  C8 1.471, C10 1.471
10 C 0.15 1.69 2.72  O9 1.471, N11 1.513, H55 1.170, H56 1.194
11 N -0.89 1.20 1.73  C10 1.513, C12 1.543, C37 1.543
12 C -0.77 1.45 0.22  N11 1.543, C13 1.663, C22 1.672
13 C 0.51 2.27 -0.46  C12 1.663, C14 1.671, H57 1.171, H58 1.190
14 C 1.56 1.15 -1.13  C13 1.671, C15 1.647, H59 1.175, H60 1.194
15 C 2.21 0.12 -0.01  C14 1.647, C16 1.670, H61 1.188, H62 1.175
16 C 1.44 -1.36 0.03  C15 1.670, C17 1.652, H63 1.178, H64 1.176
17 C 2.35 -2.55 -0.67  C16 1.652, O18 1.487, H65 1.191, H66 1.177
18 O 1.57 -3.78 -0.98  C17 1.487, C19 1.472
19 C 1.10 -4.45 0.25  O18 1.472, C20 1.654, O21 1.360
20 C 2.06 -4.90 1.52  C19 1.654, H67 1.177, H68 1.177, H69 1.186
21 O -0.22 -4.77 0.36  C19 1.360
22 C -1.89 0.88 -0.88  C12 1.672, C23 1.647, H70 1.175
23 C -3.20 0.04 -0.34  C22 1.647, C24 1.642, C35 1.661
24 C -4.30 -0.53 -1.42  C23 1.642, C25 1.667, H71 1.193, H72 1.172
25 C -3.53 -1.64 -2.39  C24 1.667, C26 1.671, H73 1.194, H74 1.176
26 C -3.67 -1.26 -4.01  C25 1.671, O27 1.362, N28 1.521
27 O -2.65 -1.59 -4.85  C26 1.362
28 N -4.90 -0.57 -4.58  C26 1.521, C29 1.525, H75 1.060
29 C -4.55 0.82 -5.12  N28 1.525, C30 1.650, C34 1.672
30 C -3.93 1.02 -6.64  C29 1.650, C31 1.672, H76 1.177
31 C -3.56 2.51 -7.29  C30 1.672, C32 1.645, H77 1.179
32 C -3.80 3.89 -6.44  C31 1.645, C33 1.662, H78 1.184
33 C -4.40 3.73 -4.90  C32 1.662, C34 1.672, H79 1.181
34 C -4.76 2.23 -4.25  C29 1.672, C33 1.672, H80 1.176
35 C -3.28 -0.19 1.30  C23 1.661, C36 1.657, C37 1.673
36 C -4.60 -1.03 1.85  C35 1.657, H81 1.186, H82 1.180, H83 1.194
37 C -2.08 0.40 2.31  N11 1.543, C35 1.673, C38 1.650
38 C -2.27 0.05 3.91  C37 1.650, C39 1.646, H84 1.170, H85 1.193
39 C -1.87 -1.51 4.26  C38 1.646, C40 1.658, Cl41 1.868, H86 1.175
40 C -0.81 -1.46 5.54  C39 1.658, H87 1.193, H88 1.192, H89 1.185
41 Cl -0.90 -2.18 2.81  C39 1.868
42 H -8.38 2.74 0.95  C1 1.187
43 H -9.27 3.83 2.33  C1 1.170
44 H -7.76 4.52 1.28  C1 1.191
45 H -7.22 3.83 3.81  C2 1.173
46 H -7.50 1.99 3.29  C2 1.182
47 H -4.12 2.45 3.31  C4 1.194
48 H -5.07 3.87 4.15  C4 1.171
49 H -4.51 5.16 1.62  C5 1.194
50 H -3.12 3.90 1.42  C5 1.181
51 H -2.41 3.84 4.60  C7 1.182
52 H -1.42 5.44 4.54  C7 1.192
53 H 0.24 4.71 3.03  C8 1.193
54 H -0.97 3.84 1.82  C8 1.170
55 H 1.15 2.05 2.24  C10 1.170
56 H 0.42 0.74 3.40  C10 1.194
57 H 1.05 2.99 0.28  C13 1.171
58 H 0.05 2.84 -1.40  C13 1.190
59 H 1.05 0.50 -1.97  C14 1.175
60 H 2.47 1.71 -1.64  C14 1.194
61 H 3.32 -0.08 -0.37  C15 1.188
62 H 2.23 0.56 1.08  C15 1.175
63 H 1.36 -1.63 1.17  C16 1.178
64 H 0.38 -1.29 -0.49  C16 1.176
65 H 2.79 -2.20 -1.71  C17 1.191
66 H 3.27 -2.89 -0.02  C17 1.177
67 H 1.64 -4.45 2.52  C20 1.177
68 H 3.20 -4.66 1.34  C20 1.177
69 H 1.98 -6.08 1.62  C20 1.186
70 H -1.78 1.04 -2.04  C22 1.175
71 H -5.23 -1.06 -0.91  C24 1.193
72 H -4.74 0.34 -2.07  C24 1.172
73 H -3.99 -2.73 -2.22  C25 1.194
74 H -2.38 -1.75 -2.15  C25 1.176
75 H -5.36 -1.16 -5.33  N28 1.060
76 H -3.74 0.06 -7.29  C30 1.177
77 H -3.11 2.62 -8.38  C31 1.179
78 H -3.52 4.96 -6.87  C32 1.184
79 H -4.56 4.73 -4.29  C33 1.181
80 H -5.18 2.18 -3.15  C34 1.176
81 H -4.76 -2.05 1.28  C36 1.186
82 H -4.54 -1.31 3.00  C36 1.180
83 H -5.61 -0.40 1.74  C36 1.194
84 H -1.65 0.73 4.63  C38 1.170
85 H -3.42 0.26 4.15  C38 1.193
86 H -2.84 -2.14 4.48  C39 1.175
87 H -0.06 -0.53 5.45  C40 1.193
88 H -1.42 -1.28 6.54  C40 1.192
89 H -0.11 -2.42 5.60  C40 1.185
90 C 5.83 -1.72 -4.57  C91 1.528, C96 1.521, H97 1.094, H98 1.097
91 C 7.04 -0.80 -4.77  C90 1.528, C92 1.528, H99 1.097, H100 1.094
92 C 6.55 0.64 -4.64  C91 1.528, S93 1.787, H101 1.093, H102 1.093
93 S 5.13 0.59 -3.56  C92 1.787, O94 1.448, O95 1.449, C96 1.782
94 O 3.96 0.98 -4.33  S93 1.448
95 O 5.46 1.21 -2.30  S93 1.449
96 C 5.10 -1.18 -3.35  C90 1.521, S93 1.782, H103 1.091, H104 1.094
97 H 6.12 -2.76 -4.44  C90 1.094
98 H 5.17 -1.66 -5.45  C90 1.097
99 H 7.78 -1.02 -3.99  C91 1.097
100 H 7.52 -0.97 -5.74  C91 1.094
101 H 7.32 1.28 -4.20  C92 1.093
102 H 6.24 1.04 -5.60  C92 1.093
103 H 4.07 -1.53 -3.27  C96 1.091
104 H 5.65 -1.41 -2.43  C96 1.094
105 C 10.09 -4.84 -1.03  C106 1.528, C111 1.521, H112 1.094, H113 1.097
106 C 10.04 -3.39 -0.57  C105 1.528, C107 1.528, H114 1.097, H115 1.094
107 C 9.66 -2.53 -1.77  C106 1.528, S108 1.787, H116 1.093, H117 1.093
108 S 8.68 -3.58 -2.83  C107 1.787, O109 1.448, O110 1.449, C111 1.782
109 O 9.40 -3.79 -4.07  S108 1.448
110 O 7.30 -3.13 -2.81  S108 1.449
111 C 8.82 -5.05 -1.84  C105 1.521, S108 1.782, H118 1.091, H119 1.094
112 H 10.15 -5.54 -0.19  C105 1.094
113 H 10.97 -5.00 -1.67  C105 1.097
114 H 9.29 -3.28 0.22  C106 1.097
115 H 11.00 -3.07 -0.15  C106 1.094
116 H 9.06 -1.66 -1.47  C107 1.093
117 H 10.54 -2.21 -2.33  C107 1.093
118 H 8.86 -5.94 -2.48  C111 1.091
119 H 7.94 -5.10 -1.19  C111 1.094
120 C 7.18 1.95 2.33  C121 1.528, C126 1.521, H127 1.094, H128 1.097
121 C 8.55 2.08 1.66  C120 1.528, C122 1.528, H129 1.097, H130 1.094
122 C 9.08 0.67 1.43  C121 1.528, S123 1.787, H131 1.093, H132 1.093
123 S 7.64 -0.38 1.25  C122 1.787, O124 1.448, O125 1.449, C126 1.782
124 O 7.61 -1.31 2.36  S123 1.448
125 O 7.55 -0.82 -0.13  S123 1.449
126 C 6.43 0.89 1.53  C120 1.521, S123 1.782, H133 1.091, H134 1.094
127 H 6.64 2.90 2.34  C120 1.094
128 H 7.30 1.62 3.37  C120 1.097
129 H 8.44 2.60 0.70  C121 1.097
130 H 9.24 2.67 2.27  C121 1.094
131 H 9.68 0.61 0.52  C122 1.093
132 H 9.66 0.31 2.29  C122 1.093
133 H 5.57 0.47 2.07  C126 1.091
134 H 6.12 1.28 0.56  C126 1.094
135 C -11.34 -1.57 1.74  C136 1.528, C141 1.521, H142 1.094, H143 1.097
136 C -9.98 -2.05 2.23  C135 1.528, C137 1.528, H144 1.097, H145 1.094
137 C -8.96 -0.97 1.87  C136 1.528, S138 1.787, H146 1.093, H147 1.093
138 S -9.85 0.58 1.86  C137 1.787, O139 1.448, O140 1.449, C141 1.782
139 O -9.86 1.09 0.51  S138 1.448
140 O -9.44 1.38 2.99  S138 1.449
141 C -11.46 -0.12 2.21  C135 1.521, S138 1.782, H148 1.091, H149 1.094
142 H -12.16 -2.18 2.15  C135 1.094
143 H -11.39 -1.62 0.65  C135 1.097
144 H -10.00 -2.19 3.31  C136 1.097
145 H -9.71 -3.01 1.77  C136 1.094
146 H -8.15 -0.91 2.61  C137 1.093
147 H -8.54 -1.12 0.88  C137 1.093
148 H -12.23 0.44 1.68  C141 1.091
149 H -11.62 -0.06 3.29  C141 1.094

HOMO (eV): -10.21
Spin multiplicity: 1
Total charge: +1

These are the Löwdin partial charges, in e, on atoms 1 to 5:
1 C -0.102
2 C -0.240
3 O -0.231
4 C -0.167
5 C -0.153